Entry 1:
Molecular formula: C8H8N
Method: DFT, the ωB97M-V functional and the def2-TZVPD basis

Net charge: +1
LUMO (Eh): -0.162
HOMO level (eV): -12.41
Relative energy (zero: lowest compared OMol25 entry of this formula, charge and spin) (kcal per mole): 110.20

XYZ file:
```
17
C8H8N the ωB97M-V functional and the def2-TZVPD basis
C 0.65251 -1.83307 -0.16743
C 1.17324 -1.24280 0.78680
C -0.40080 -1.39142 -0.96465
C -1.23432 -2.12061 -1.64959
C -0.47461 0.16305 -0.86618
C 1.11715 -0.14487 1.60567
C 1.29338 1.24214 0.91966
C 0.01242 0.77854 0.34800
N 0.03544 2.02897 1.15443
H -1.98054 -1.57802 -2.17162
H -1.24156 -3.15813 -1.73235
H 0.14870 0.33590 -1.83229
H -1.58657 0.47492 -1.07873
H 1.04249 -0.20382 2.65215
H 2.06450 1.79534 0.28479
H -0.58195 1.88636 1.99950
H -0.03948 2.96752 0.71184
```

***

Entry 2:
Molecular formula: C8H8N
Method: DFT, the ωB97M-V functional and the def2-TZVPD basis

Net charge: +1
LUMO (Eh): -0.203
HOMO level (eV): -12.58
Structure (SMILES): C#[N+]C#CCCC#CC
Relative energy (zero: lowest compared OMol25 entry of this formula, charge and spin) (kcal per mole): 73.24

XYZ file:
```
17
C8H8N the ωB97M-V functional and the def2-TZVPD basis
C -3.75769 -0.94117 0.12087
C 1.40633 0.10279 0.15104
C -0.93340 1.30316 -0.14357
C 1.27097 -1.10726 0.00399
C -1.93287 0.57658 -0.10711
C 1.51541 1.57709 0.10477
C 0.15508 2.26854 -0.12637
C 1.24161 -2.52949 -0.08720
N -2.77236 -0.33712 0.03185
H -4.52934 -1.68753 0.15101
H 1.87447 2.01262 1.00125
H 2.30968 1.76379 -0.61282
H 0.09009 2.96230 -1.00755
H 0.21278 3.01641 0.58138
H 0.66711 -3.09690 -0.87034
H 0.89838 -3.01928 0.91514
H 2.28374 -2.86454 -0.10631
```

***

Entry 3:
Molecular formula: C8H8N2O
Method: DFT, the ωB97M-V functional and the def2-TZVPD basis

Net charge: 0
LUMO (spin up / spin down) (Eh): -0.035 / -0.035
HOMO level (spin up / spin down) (eV): -8.12 / -8.12
Relative energy (zero: lowest compared OMol25 entry of this formula, charge and spin) (kcal per mole): 148.31

XYZ file:
```
19
C8H8N2O the ωB97M-V functional and the def2-TZVPD basis
C -1.32228 2.10860 -0.58796
C -0.91500 2.99890 0.36529
C -1.01977 0.79305 -0.54156
C -0.06865 2.56084 1.34605
C -0.07594 0.49265 0.45462
C 0.14580 -3.15660 -1.53865
C 0.94225 -2.17445 -1.28410
C 1.08659 -1.48626 1.38956
N 0.51867 1.32081 1.35722
N 0.22502 -0.83098 0.58958
O 1.56712 -2.53718 1.08289
H -1.78865 2.53264 -1.47776
H -1.10936 3.99276 0.16499
H -1.23999 0.13342 -1.27375
H 0.54081 3.16820 2.11057
H 0.19222 -3.79626 -2.30910
H -0.63858 -3.36560 -0.95284
H 1.80514 -1.61795 -1.35252
H 1.15460 -1.13657 2.45748
```

***

Entry 4:
Molecular formula: C8H8N2O2S
Method: DFT, the ωB97M-V functional and the def2-TZVPD basis

Net charge: 0
LUMO (spin up / spin down) (Eh): -0.046 / -0.046
HOMO level (spin up / spin down) (eV): -8.71 / -8.71
Relative energy (zero: lowest compared OMol25 entry of this formula, charge and spin) (kcal per mole): 123.92

XYZ file:
```
21
C8H8N2O2S the ωB97M-V functional and the def2-TZVPD basis
C -0.33841 1.01771 -2.31833
C 0.79461 -0.21303 0.99297
C -1.38409 -0.01740 -2.16964
C 1.25947 1.04306 0.78292
C -0.15393 1.76701 -1.20753
C 2.50228 1.61966 1.32663
C -1.63840 -0.23669 0.22158
C -0.39481 -2.24163 0.93991
N -1.83964 -0.59418 -1.12585
N -0.42300 -0.79948 0.71424
O 3.27621 1.13790 2.13046
O 2.61877 2.77115 0.72434
S 0.68030 2.49210 0.02478
H 0.29512 1.11554 -3.25575
H 1.43697 -0.88455 1.37474
H -1.43422 -0.51470 -3.16530
H -1.46707 0.89939 0.40342
H -2.59991 -0.64312 0.68891
H 0.54265 -2.56513 0.53462
H -0.47278 -2.47354 2.03001
H -1.26014 -2.68008 0.35288
```

***

Entry 5:
Molecular formula: C8H8N2O5SY
Method: DFT, the ωB97M-V functional and the def2-TZVPD basis

Net charge: +3
LUMO (Eh): -0.511
HOMO level (eV): -20.17

XYZ file:
```
25
C8H8N2O5SY the ωB97M-V functional and the def2-TZVPD basis
O 2.48758 -2.92390 1.57438
C 1.72360 -2.14755 1.18871
Y -0.02626 -0.60689 0.48526
O 2.27455 1.23718 -1.65307
C 1.56863 0.63566 -0.96354
C -0.92987 1.27257 -0.70345
O -1.42364 2.16141 -1.25904
C 0.46432 1.39579 1.73337
O 0.67099 2.40474 2.26341
C -0.52563 -1.32226 -1.76214
O -0.78984 -1.57842 -2.86153
C -4.75619 0.75976 -0.32445
N -4.14080 -0.42490 0.30349
C -3.32655 -0.31618 1.37006
S -2.17609 -1.56510 1.75080
N -3.45561 0.74741 2.19530
C -4.76930 1.19661 2.67538
H -4.60203 1.64177 0.29765
H -5.83626 0.60234 -0.44242
H -4.31885 0.94400 -1.30842
H -3.89204 -1.20314 -0.31067
H -2.70486 0.83314 2.88439
H -4.91510 0.86510 3.70935
H -4.80746 2.29098 2.63136
H -5.56513 0.77409 2.06082
```

***

Entry 6:
Molecular formula: C8H8N2S
Method: DFT, the ωB97M-V functional and the def2-TZVPD basis

Net charge: 0
LUMO (Eh): 0.029
HOMO level (eV): -8.22
Structure (SMILES): c1csc(Cc2c[nH]cn2)c1
Relative energy (zero: lowest compared OMol25 entry of this formula, charge and spin) (kcal per mole): 88.09

XYZ file:
```
19
C8H8N2S the ωB97M-V functional and the def2-TZVPD basis
C 1.14222 -0.83542 0.05113
C 0.10190 -0.96825 1.03300
C -0.03478 -0.17529 2.22663
C -1.68247 -1.58056 2.00544
C 0.90406 0.19685 -1.03743
C 0.03058 0.15652 -2.06377
C 0.02301 1.40679 -2.81676
C 0.75986 2.32685 -2.26927
H 2.13656 -0.68989 0.44046
H 1.17464 -1.83100 -0.56799
H 0.48322 0.45399 2.60884
H -1.45200 -0.13233 3.60094
H -2.70491 -1.99786 2.39122
H -0.70086 -0.73385 -2.06267
H -0.55353 1.43580 -3.66318
H 0.82585 3.47534 -2.78685
N -1.15221 -0.52353 2.85224
N -0.98520 -1.76348 0.93346
S 1.68406 1.77932 -0.87545
```

***

Entry 7:
Molecular formula: C8H8N2S3
Method: DFT, the ωB97M-V functional and the def2-TZVPD basis

Net charge: 0
LUMO (spin up / spin down) (Eh): 0.018 / -0.127
2S+1: 3
HOMO level (spin up / spin down) (eV): -6.46 / -8.48
Expectation value of S²: 2.03

XYZ file:
```
21
C8H8N2S3 the ωB97M-V functional and the def2-TZVPD basis
C -0.28434 -0.78713 -0.00814
C -0.10534 0.63626 -0.05195
C 0.86873 -1.43748 0.21148
C 1.15452 1.05774 -0.02494
C -2.11246 -1.00377 0.03740
C -1.44004 1.23785 0.05091
C 1.02800 -2.93474 0.36091
C 1.77696 2.37606 -0.19693
N -2.45089 0.28948 -0.03596
N -3.78526 0.61200 -0.03032
S -3.11019 -2.28213 -0.10080
S -1.86220 2.85210 0.08863
S 2.17372 -0.34580 0.21728
H 1.78040 -3.35820 -0.41231
H 1.34193 -3.26280 1.28956
H 0.08032 -3.29817 0.35252
H 1.10988 3.21104 0.03131
H 2.81027 2.38854 0.25761
H 2.00087 2.41861 -1.24178
H -3.90292 1.58784 0.28597
H -4.24665 -0.03902 0.53412
```

***

Entry 8:
Molecular formula: C8H8N3
Method: DFT, the ωB97M-V functional and the def2-TZVPD basis

Net charge: +1
LUMO (spin up / spin down) (Eh): -0.218 / -0.218
HOMO level (spin up / spin down) (eV): -14.02 / -14.02
Structure (SMILES): C[C@H]1c2c3cccnc3[nH][n+]21
Relative energy (zero: lowest compared OMol25 entry of this formula, charge and spin) (kcal per mole): 102.35

XYZ file:
```
19
C8H8N3 the ωB97M-V functional and the def2-TZVPD basis
C 2.90895 1.09272 -0.01215
C 1.64306 1.46681 0.35278
C 3.13768 -0.31958 -0.18865
C 0.62060 0.55152 0.30274
C -0.74001 0.60935 0.36089
C 0.96829 -0.86257 0.20065
C -1.91971 0.14604 -0.37172
C -3.35972 -0.01126 0.09272
N 2.19684 -1.22707 -0.02585
N -0.14009 -1.61278 0.21847
N -1.28687 -0.98811 0.44337
H 3.67038 1.81385 -0.18546
H 1.40573 2.54290 0.30906
H 4.05449 -0.63471 -0.58085
H -2.00048 0.26155 -1.35228
H -3.36160 -0.23173 1.11965
H -3.63416 -0.94507 -0.44367
H -3.90696 0.92734 -0.21490
H -0.25642 -2.57920 -0.02479
```